[1]
C5H7N | wB97M-V/def2-TZVPD

Atoms and positions in Å:
N 1.51286 -0.93257 1.69892
C 1.76798 -0.36291 0.72249
C 1.39302 0.34993 -0.48487
C -0.19290 0.55348 -0.04456
C -0.88021 -0.49685 0.73691
C -1.39715 0.13304 -0.77446
H 1.54646 -0.29851 -1.36694
H 1.99159 1.26338 -0.66048
H -0.40018 1.51196 0.45075
H -1.23204 -0.33746 1.77096
H -0.67593 -1.55476 0.56693
H -1.34585 -0.72911 -1.43182
H -2.08765 0.90036 -1.18383

Results
- F_max: 2.18 eV/Å
- Energy above the lowest of the compared OMol25 structures with the same formula, charge and spin: 2.834 eV
- Lowest unoccupied orbital energy: 0.98 eV
- SMILES string: N#CCC1CC1
- HOMO energy: -9.907 eV

***

[2]
C30H44Cl3NO10P2Pd | wB97M-V/def2-TZVPD

Atoms and positions in Å:
Pd -1.19331 0.63609 -0.53480
C 1.69612 -3.76296 2.55414
C 2.54589 -2.71785 1.85873
C 3.62936 -3.32355 0.98732
O 1.72921 -1.77788 1.08268
P 0.58804 -2.04627 0.04051
O 0.45598 -0.83413 -0.82249
C -0.90733 -2.48752 0.97679
P -2.45500 -2.21246 0.06590
O -2.31829 -1.15587 -0.98689
O -2.85222 -3.54841 -0.61794
C -3.19652 -4.77587 0.11840
C -4.63678 -5.10576 -0.19292
C -2.22394 -5.85205 -0.31513
O -3.54226 -1.95454 1.16702
C -3.90798 -0.62597 1.68116
C -5.07101 -0.09885 0.86751
C -4.22917 -0.80546 3.14598
O 0.92127 -3.37416 -0.72966
C 1.20582 -3.57679 -2.17030
C 0.01664 -3.20626 -3.03408
C 2.48012 -2.85203 -2.56617
H 2.33053 -4.35300 3.21636
H 1.24556 -4.44331 1.82597
H 0.91505 -3.29718 3.15896
H 3.00063 -2.06872 2.60322
H 3.20729 -4.04478 0.28675
H 4.35583 -3.83593 1.62008
H 4.14878 -2.54286 0.42831
H -0.93162 -1.90325 1.89478
H -0.84620 -3.54890 1.22969
H -3.09224 -4.57561 1.18774
H -4.76005 -5.28122 -1.26294
H -5.29447 -4.28870 0.10735
H -4.92764 -6.00764 0.34753
H -2.41074 -6.13000 -1.35426
H -2.35090 -6.73681 0.30978
H -1.18995 -5.50779 -0.22983
H -3.05430 0.03405 1.57686
H -5.92564 -0.77131 0.96595
H -4.79901 -0.02315 -0.18521
H -5.35442 0.89028 1.22952
H -5.03474 -1.53302 3.26228
H -4.55333 0.14607 3.56933
H -3.35532 -1.15446 3.69952
H 1.36718 -4.65048 -2.21538
H -0.15520 -2.13071 -3.01280
H -0.88852 -3.71093 -2.69515
H 0.21717 -3.51013 -4.06241
H 2.35545 -1.77880 -2.41450
H 2.68476 -3.03754 -3.62127
H 3.33212 -3.20270 -1.98136
Cl 2.95712 1.86578 2.23551
C 1.27433 1.63898 2.73462
Cl 0.62937 3.18469 3.35481
Cl 1.20979 0.42453 3.99175
C 0.39027 1.27494 1.50148
O 0.56214 1.92424 0.44108
O -0.48431 0.39480 1.65726
C 5.21570 2.36310 -1.90821
C 4.31133 3.29142 -1.18492
C 4.79433 4.03827 -0.12411
C 3.94301 4.85247 0.59438
C 2.55182 4.94984 0.26682
C 2.04536 4.24971 -0.80810
N 0.69823 4.24325 -1.12124
C -0.26578 5.10527 -0.72958
C -0.02280 6.47838 -0.47460
C -1.05835 7.27504 -0.06620
C -2.34043 6.72900 0.11173
C -2.58677 5.37675 -0.15057
C -1.57371 4.57222 -0.60330
C -1.75258 3.10852 -0.82444
O -2.48261 2.45284 -0.05650
O -1.07056 2.54888 -1.73982
C 2.91649 3.43286 -1.58471
C 2.39000 2.76685 -2.80062
H 6.12220 2.18396 -1.33549
H 5.50594 2.79492 -2.87464
H 4.72453 1.40867 -2.11269
H 5.83428 3.95544 0.16146
H 4.32861 5.39767 1.44820
H 1.88170 5.52843 0.89051
H 0.29544 3.36266 -1.50614
H 0.96059 6.89636 -0.65449
H -0.88583 8.32957 0.10406
H -3.14964 7.36434 0.44964
H -3.57215 4.95140 -0.00885
H 1.65158 3.39154 -3.30439
H 1.89644 1.82027 -2.52680
H 3.18423 2.52924 -3.50352

Results
- F_max: 1.39 eV/Å
- 2S+1: 5
- Energy above the lowest of the compared OMol25 structures with the same formula, charge and spin: 0.000 eV
- Lowest unoccupied orbital energy (alpha / beta): -6.07 / -9.82 eV
- HOMO energy (alpha / beta): -14.315 / -14.593 eV
- Total charge: +2

***

[3]
C19H28N5OPbS | wB97M-V/def2-TZVPD

Atoms and positions in Å:
Pb -0.00747 0.29588 -1.27743
C 2.49910 -2.35476 0.89482
C 2.72088 -0.80645 1.05763
C 4.23020 -0.51034 1.04811
C 2.09091 -0.31771 2.35746
C 2.04815 -0.41202 -0.16147
H 2.94425 -2.81515 1.77588
H 2.99352 -2.74819 0.00598
H 1.44004 -2.61072 0.85594
H 4.71078 -1.02232 1.88124
H 4.39873 0.56114 1.16246
H 4.70398 -0.83863 0.12106
H 2.65106 -0.70645 3.20775
H 1.06246 -0.65253 2.44392
H 2.10632 0.77216 2.40143
H 2.71822 -0.59739 -1.01653
N -2.11639 2.79025 0.57133
C -0.87261 3.20513 0.33663
N 0.13863 2.43047 0.01510
C 1.31232 3.16358 -0.12323
C 2.57551 2.64756 -0.39182
C 3.65245 3.50872 -0.50652
C 3.48326 4.88260 -0.36451
C 2.23600 5.41598 -0.08076
C 1.16714 4.54548 0.04952
S -0.49346 4.91564 0.44462
H -2.34848 1.80184 0.49521
H -2.82665 3.44762 0.83572
H 2.69340 1.57064 -0.49754
H 4.63929 3.11139 -0.70428
H 4.33297 5.54318 -0.46675
H 2.09307 6.48129 0.03997
C -3.07958 0.36390 -2.48062
C -3.14294 -0.01637 -1.03348
C -4.25766 -0.30456 -0.27801
C -3.81299 -0.56254 1.03921
C -2.44190 -0.42434 1.03790
C -1.50398 -0.56099 2.19036
N -2.02448 -0.07408 -0.22661
H -4.08365 0.39483 -2.89682
H -2.49618 -0.35656 -3.06322
H -2.62820 1.35313 -2.61360
H -5.27248 -0.32088 -0.64419
H -4.41134 -0.81647 1.90054
H -2.05956 -0.55392 3.12591
H -0.79276 0.26915 2.20437
H -0.94579 -1.50282 2.14089
N 1.17776 -3.81598 -3.06408
C 0.39622 -3.38652 -2.04633
N -0.05358 -4.33498 -1.18574
O 0.13041 -2.18836 -1.89115
H 1.36935 -4.78723 -3.22744
H 1.49197 -3.14815 -3.74425
H -0.02465 -5.30932 -1.42811
H -0.76019 -4.05420 -0.52666

Results
- F_max: 1.14 eV/Å
- Energy above the lowest of the compared OMol25 structures with the same formula, charge and spin: 1.859 eV
- Lowest unoccupied orbital energy: -4.47 eV
- HOMO energy: -9.674 eV
- Total charge: +1